Record 1
Below is a molecular structure, C36H36GeN7O7S3Sn, with properties calculated with ωB97M-V/def2-TZVPD.

XYZ file:
```
91
C36H36GeN7O7S3Sn, DFT ωB97M-V/def2-TZVPD
Sn 0.244 0.352 0.113
O 2.185 -0.893 0.563
S 2.776 -1.952 1.360
O 4.157 -2.199 1.265
O 2.511 -1.530 2.873
C 1.758 -3.393 1.210
C 1.652 -4.180 2.349
C 0.750 -5.234 2.386
C -0.055 -5.490 1.294
C 0.074 -4.732 0.136
C 0.985 -3.688 0.068
S 1.329 -3.083 -1.585
O 0.583 -3.918 -2.475
O 2.746 -2.982 -1.682
O 0.698 -1.646 -1.704
H 2.288 -3.980 3.202
H 0.687 -5.854 3.270
H -0.748 -6.320 1.316
H -0.470 -5.000 -0.759
N -0.556 3.206 3.694
C -0.909 4.504 3.342
C -1.677 5.280 4.204
C -1.995 6.572 3.843
C -1.560 7.109 2.621
C -0.806 6.350 1.758
C -0.475 5.034 2.111
S 0.469 4.085 1.037
N 0.724 2.669 1.801
C 0.242 2.391 2.970
C 0.620 1.071 3.585
C 0.869 1.031 4.985
C 1.160 -0.197 5.593
C 1.283 -1.298 4.809
C 1.174 -1.204 3.323
N 0.711 0.062 2.779
H -0.882 2.875 4.594
H -2.010 4.876 5.152
H -2.585 7.182 4.513
H -1.816 8.126 2.361
H -0.463 6.760 0.817
H 0.866 1.942 5.568
H 1.311 -0.255 6.662
H 1.557 -2.262 5.215
H 0.495 -1.978 2.945
C -2.359 3.253 -2.018
N -3.292 2.734 -1.025
C -2.921 1.993 0.028
N -3.898 1.473 0.806
O -1.714 1.787 0.296
H -2.472 2.729 -2.968
H -1.343 3.110 -1.655
H -2.535 4.315 -2.176
H -4.276 2.836 -1.216
H -4.874 1.657 0.653
H -3.628 0.953 1.622
Ge 0.647 -1.114 -3.638
C 1.999 -1.935 -4.681
C 1.659 -2.990 -5.530
C 2.634 -3.582 -6.315
C 3.946 -3.136 -6.239
C 4.291 -2.094 -5.388
C 3.320 -1.488 -4.611
C 0.923 0.777 -3.353
C 0.181 1.701 -4.090
C 0.474 3.057 -4.020
C 1.514 3.503 -3.216
C 2.269 2.593 -2.486
C 1.979 1.237 -2.559
H -0.795 -1.522 -3.924
H 0.638 -3.350 -5.581
H 2.374 -4.395 -6.980
H 4.706 -3.599 -6.854
H 5.317 -1.754 -5.335
H 3.594 -0.663 -3.965
H -0.622 1.369 -4.740
H -0.094 3.762 -4.612
H 1.759 4.556 -3.190
H 3.115 2.933 -1.900
H 2.630 0.527 -2.052
C -3.987 -3.506 0.013
N -3.017 -2.589 0.611
C -2.944 -2.237 1.935
C -1.925 -1.343 2.038
N -1.364 -1.157 0.792
C -2.061 -1.921 -0.039
H -4.057 -4.402 0.623
H -3.648 -3.775 -0.984
H -4.962 -3.029 -0.050
H -3.617 -2.641 2.671
H -1.576 -0.822 2.915
H -1.883 -2.022 -1.097
```

energy above the lowest of the compared OMol25 structures with the same formula, charge and spin = 3.722 eV
charge = +3
LUMO (spin up / spin down) = -10.5 / -10.0 eV
E_HOMO (spin up / spin down) = -14.775 / -14.775 eV
Kohn-Sham gap (spin up / spin down) = 4.233 / 4.824 eV

---

Record 2
Below is a molecular structure, C36H36LuN6P2S at a distorted geometry, with properties calculated with ωB97M-V/def2-TZVPD.

XYZ file:
```
82
C36H36LuN6P2S, DFT ωB97M-V/def2-TZVPD
Lu 0.834 -1.032 0.517
C -1.955 -1.399 -1.187
P -0.505 -0.467 -1.894
C -1.167 0.874 -2.955
C -0.647 2.161 -2.837
C -1.035 3.158 -3.722
C -1.937 2.872 -4.734
C -2.454 1.588 -4.861
C -2.069 0.592 -3.981
C 0.112 -1.530 -3.246
C -0.514 -2.667 -3.736
C 0.023 -3.336 -4.829
C 1.179 -2.877 -5.433
C 1.811 -1.740 -4.946
C 1.281 -1.072 -3.857
C -1.387 -2.415 -0.226
C -1.134 -3.753 -0.456
C -0.462 -4.243 0.679
C -0.337 -3.184 1.562
C 0.152 -3.296 2.979
P 1.529 -2.222 3.656
C 2.678 -2.101 2.209
C 3.215 -0.913 1.673
C 4.273 -0.969 0.766
C 4.802 -2.186 0.376
C 4.283 -3.364 0.897
C 3.242 -3.318 1.806
C 0.801 -0.540 3.768
C -0.575 -0.334 3.883
C -1.071 0.884 4.322
C -0.211 1.934 4.607
C 1.161 1.743 4.504
C 1.660 0.506 4.136
N -0.928 -2.048 1.031
H -2.526 -1.889 -1.974
H -2.611 -0.687 -0.683
H 0.089 2.379 -2.074
H -0.621 4.155 -3.635
H -2.228 3.646 -5.431
H -3.144 1.362 -5.663
H -2.453 -0.415 -4.097
H -1.424 -3.036 -3.286
H -0.469 -4.226 -5.201
H 1.594 -3.407 -6.280
H 2.716 -1.380 -5.417
H 1.767 -0.181 -3.472
H -1.415 -4.332 -1.321
H -0.125 -5.255 0.841
H 0.526 -4.313 3.104
H -0.664 -3.197 3.701
H 2.917 0.061 2.050
H 4.700 -0.050 0.387
H 5.627 -2.218 -0.322
H 4.690 -4.319 0.595
H 2.869 -4.238 2.242
H -1.265 -1.133 3.647
H -2.140 1.008 4.461
H -0.595 2.887 4.949
H 1.841 2.542 4.771
H 2.728 0.329 4.191
S 2.424 -4.684 -2.035
C 2.102 -3.292 -1.370
N 1.884 -2.242 -0.860
C -2.973 4.198 2.667
C -2.156 4.837 1.545
C -0.782 5.284 2.039
C -2.062 3.897 0.320
N -1.226 2.725 0.547
C -1.567 1.536 1.062
N -0.481 0.808 1.134
N 0.516 1.570 0.644
N 0.082 2.722 0.305
H -3.040 4.880 3.514
H -2.502 3.281 3.024
H -3.989 3.972 2.337
H -2.700 5.714 1.186
H -0.215 4.450 2.454
H -0.903 6.027 2.827
H -0.195 5.732 1.236
H -1.638 4.425 -0.532
H -3.054 3.539 0.049
H -2.555 1.223 1.354
```

energy above the lowest of the compared OMol25 structures with the same formula, charge and spin = 0.660 eV
charge = +1
LUMO = -2.5 eV
E_HOMO = -10.259 eV
Kohn-Sham gap = 7.750 eV

---

Record 3
Below is a molecular structure, C36H36N3P2RuSe2Si2, with properties calculated with ωB97M-V/def2-TZVPD.

XYZ file:
```
82
C36H36N3P2RuSe2Si2, DFT ωB97M-V/def2-TZVPD
Ru -2.168 -1.392 -1.214
Se 5.060 -1.403 -1.151
P 3.682 -0.199 -0.151
C 3.886 1.528 -0.632
C 3.521 1.875 -1.931
C 3.786 3.146 -2.414
C 4.423 4.079 -1.607
C 4.827 3.725 -0.327
C 4.573 2.450 0.155
C 3.667 -0.378 1.657
C 3.375 0.643 2.558
C 3.357 0.389 3.922
C 3.616 -0.889 4.394
C 3.871 -1.918 3.498
C 3.900 -1.667 2.136
C 1.943 -0.708 -0.515
C 0.666 -0.184 -0.688
N -0.168 -1.270 -0.830
N 0.571 -2.364 -0.742
N 1.815 -2.054 -0.569
P -0.122 1.407 -0.688
Se -2.275 1.015 -0.808
C 0.290 2.360 -2.148
C 0.452 1.668 -3.348
C 0.631 2.368 -4.527
C 0.638 3.758 -4.512
C 0.465 4.446 -3.321
C 0.281 3.751 -2.134
C 0.271 2.366 0.777
C -0.558 2.322 1.896
C -0.257 3.098 3.004
C 0.857 3.926 2.991
C 1.685 3.969 1.878
C 1.397 3.189 0.770
H 3.058 1.136 -2.574
H 3.513 3.403 -3.430
H 4.636 5.070 -1.988
H 5.355 4.438 0.293
H 4.946 2.170 1.131
H 3.145 1.639 2.210
H 3.136 1.192 4.615
H 3.625 -1.082 5.459
H 4.055 -2.921 3.860
H 4.114 -2.463 1.434
H 0.445 0.584 -3.357
H 0.763 1.833 -5.458
H 0.771 4.306 -5.436
H 0.463 5.528 -3.314
H 0.128 4.295 -1.211
H -1.438 1.692 1.897
H -0.900 3.065 3.873
H 1.073 4.552 3.848
H 2.557 4.611 1.868
H 2.034 3.241 -0.102
C -4.605 -0.340 1.369
Si -4.185 -1.507 -0.008
C -4.532 -1.021 -1.800
C -4.795 -3.216 0.355
C -6.105 -3.577 0.689
C -6.418 -4.909 0.892
C -5.433 -5.887 0.770
C -4.134 -5.535 0.448
C -3.808 -4.191 0.237
Si -2.118 -3.526 -0.169
C -1.719 -3.673 -1.997
C -0.990 -4.038 1.209
H -5.627 -0.509 1.714
H -4.506 0.705 1.074
H -3.931 -0.522 2.208
H -5.410 -1.594 -2.101
H -3.747 -1.291 -2.550
H -4.695 0.048 -1.917
H -6.882 -2.827 0.786
H -7.430 -5.194 1.149
H -5.686 -6.927 0.934
H -3.379 -6.310 0.365
H -2.333 -4.478 -2.398
H -0.654 -3.826 -2.141
H -1.981 -2.783 -2.636
H -1.297 -5.017 1.585
H -1.086 -3.322 2.030
H 0.053 -4.073 0.908
```

charge = +1
LUMO = -3.7 eV
E_HOMO = -9.776 eV
Kohn-Sham gap = 6.030 eV